Computed, not measured: a 2-piece molecular cluster, C5H14 overall in a non-equilibrium geometry, with the ωB97M-V functional and the def2-TZVPD basis.

The total charge is 0. As for the SMILES: CCC.CC. For the LUMO energy, the calculation gives 1.15 eV. Its spin multiplicity is 1. The calculation puts the largest force on an atom at 1.10 eV/Å.

Atoms and positions in Å:
1 C -1.117 -0.031 1.111
2 C -0.748 1.446 1.153
3 C 0.129 1.805 2.354
4 H -2.120 -0.179 0.695
5 H -0.466 -0.583 0.430
6 H -1.147 -0.562 2.070
7 H -1.643 2.077 1.134
8 H -0.222 1.712 0.238
9 H 0.602 2.787 2.236
10 H 0.956 1.108 2.465
11 H -0.487 1.780 3.255
12 C 0.733 -2.276 -2.130
13 C 0.943 -0.782 -2.391
14 H 0.438 -2.508 -1.109
15 H -0.022 -2.655 -2.811
16 H 1.628 -2.883 -2.305
17 H 1.862 -0.499 -2.895
18 H 0.200 -0.429 -3.114
19 H 0.755 -0.149 -1.518

Atoms 1-6, force components in eV/Å:
C -0.69 -0.52 -0.47
C 0.19 0.21 0.12
C -0.05 0.21 -0.27
H 0.04 0.12 -0.04
H 0.20 -0.06 0.23
H 0.28 0.39 0.01

=====

Computed, not measured: a 2-piece molecular cluster, C5H14 overall in a non-equilibrium geometry, with the ωB97M-V functional and the def2-TZVPD basis.

The total charge is 0. As for the SMILES: CCC.CC. For the LUMO energy, the calculation gives 1.06 eV. Its spin multiplicity is 1. The calculation puts the largest force on an atom at 3.63 eV/Å.

Atoms and positions in Å:
1 C 0.715 1.858 0.224
2 C 0.850 0.454 0.818
3 C 1.263 0.334 2.409
4 H -0.315 2.212 0.345
5 H 1.365 2.732 0.423
6 H 1.297 1.783 -0.744
7 H -0.166 -0.084 0.663
8 H 1.531 -0.210 0.150
9 H 0.267 0.614 2.995
10 H 1.782 -0.588 2.607
11 H 2.069 0.985 2.736
12 C -1.054 -1.034 -2.214
13 C -1.583 -1.463 -0.901
14 H -0.073 -1.321 -2.411
15 H -1.685 -1.461 -3.067
16 H -0.921 0.049 -2.462
17 H -1.430 -0.775 -0.075
18 H -1.126 -2.475 -0.631
19 H -2.787 -1.613 -0.865

Atoms 1-6, force components in eV/Å:
C 1.73 0.28 -1.10
C 0.52 -1.86 1.16
C -2.18 1.26 -1.41
H 0.26 0.02 -1.09
H -0.08 -0.58 1.91
H -2.28 -0.14 -0.32

=====

Computed, not measured: a 2-piece molecular cluster, C5H14 overall, with the ωB97M-V functional and the def2-TZVPD basis.

The total charge is 0. As for the SMILES: CCC.CC. For the LUMO energy, the calculation gives 1.15 eV. Its spin multiplicity is 1. The calculation puts the largest force on an atom at 0.77 eV/Å.

Atoms and positions in Å:
1 C -2.124 -0.358 0.093
2 C -1.104 -1.323 -0.566
3 C -0.839 -1.038 -2.055
4 H -1.666 0.335 0.788
5 H -2.874 -0.937 0.626
6 H -2.678 0.209 -0.657
7 H -0.162 -1.197 -0.040
8 H -1.426 -2.346 -0.381
9 H 0.208 -0.782 -2.260
10 H -1.038 -1.903 -2.686
11 H -1.399 -0.163 -2.365
12 C 2.288 0.976 1.812
13 C 1.495 1.448 0.602
14 H 2.238 1.668 2.657
15 H 1.926 -0.015 2.097
16 H 3.332 0.827 1.551
17 H 1.739 2.431 0.206
18 H 1.661 0.743 -0.214
19 H 0.424 1.424 0.794

Atoms 1-6, force components in eV/Å:
C -0.25 -0.58 -0.45
C 0.13 0.65 0.26
C 0.53 -0.11 0.09
H 0.09 0.14 0.08
H -0.06 0.06 0.26
H 0.11 0.09 0.01

=====

For reference, frontier orbital gap by record: 12.5 11.5 12.4 eV.
For reference, highest occupied orbital energy by record: -0.417 -0.383 -0.414 hartree.
For reference, energy above the lowest of the compared OMol25 structures with the same formula, charge and spin by record: 31.18 219.23 32.40 kJ/mol.